*one*
{
  "formula": "C7H8O3",
  "method": "wB97M-V/def2-TZVPD",
  "smiles": "O[C@H]1C2=C[C@@H]3C[C@]3(O)[C@]21O",
  "e_homo_ha": -0.321,
  "homo_lumo_gap_ev": 8.8,
  "lumo_ha": 0.0043,
  "charge": 0,
  "elements": ["O", "C", "C", "C", "C", "C", "C", "O", "C", "O", "H", "H", "H", "H", "H", "H", "H", "H"],
  "xyz": [[2.35867, 0.98227, 1.10796], [1.81867, -0.25786, 0.78012], [0.25320, -0.37713, 1.35576], [-0.80873, 0.43210, 1.42687], [-1.27387, 0.87408, 0.04872], [-1.61902, -0.20367, -0.97997], [-0.25377, 0.40033, -0.93317], [0.20091, 1.09917, -2.00560], [0.66860, -0.54381, -0.06266], [0.76076, -1.87125, -0.53211], [1.59101, 1.57932, 1.20463], [2.34172, -1.13222, 0.99209], [-1.33261, 0.47984, 2.30552], [-1.70113, 1.81468, -0.06433], [-1.80570, -1.21074, -0.45059], [-2.28345, -0.17225, -1.80649], [0.89040, 0.52570, -2.44273], [0.19433, -2.41856, 0.05600]],
  "nbo_charge": [-0.660, 0.218, -0.191, -0.156, -0.297, -0.425, 0.230, -0.679, 0.090, -0.692, 0.492, 0.222, 0.210, 0.233, 0.203, 0.237, 0.486, 0.480]
}

*two*
{
  "formula": "C7H8O3",
  "method": "wB97M-V/def2-TZVPD",
  "smiles": "C#CC[C@H](C=O)C=C=O.O",
  "e_homo_ha": -0.340,
  "homo_lumo_gap_ev": 9.5,
  "lumo_ha": 0.0090,
  "charge": 0,
  "elements": ["C", "C", "C", "C", "C", "O", "C", "C", "O", "H", "H", "H", "H", "H", "H", "O", "H", "H"],
  "xyz": [[1.12069, -1.40517, 2.48438], [0.92032, -0.42981, 1.79600], [0.72110, 0.71841, 0.90793], [-0.75601, 0.94128, 0.56209], [-1.38674, -0.17782, -0.22633], [-0.84476, -0.63285, -1.23947], [-1.03030, 2.08424, -0.40007], [-0.53167, 2.07959, -1.64401], [0.00113, 2.32768, -2.64918], [1.28796, -2.25052, 3.12805], [1.31038, 0.57331, -0.01085], [1.10157, 1.63034, 1.38984], [-1.36419, 1.10614, 1.46128], [-2.41965, -0.46536, 0.04484], [-1.73282, 2.88417, -0.16083], [0.93580, -3.16594, -2.04637], [1.80474, -3.50396, -1.81467], [0.86244, -2.31374, -1.58263]],
  "nbo_charge": [-0.240, -0.007, -0.481, -0.308, 0.453, -0.569, -0.573, 0.759, -0.424, 0.245, 0.247, 0.247, 0.233, 0.138, 0.277, -0.941, 0.462, 0.480]
}

*three*
{
  "formula": "C7H8O3",
  "method": "wB97M-V/def2-TZVPD",
  "e_homo_ha": -0.312,
  "homo_lumo_gap_ev": 8.6,
  "lumo_ha": 0.0044,
  "charge": 0,
  "elements": ["C", "C", "C", "C", "C", "C", "C", "O", "O", "O", "H", "H", "H", "H", "H", "H", "H", "H"],
  "xyz": [[-3.07983, 0.16493, -0.04231], [-2.06094, 1.10973, 0.24324], [-2.44290, -0.93855, -0.44451], [-0.89265, 0.52979, -0.03726], [0.42709, 1.06350, 0.13626], [2.05240, -1.17422, 0.70941], [1.80571, -0.23737, -0.46136], [0.81106, 2.15975, 0.41005], [-1.08554, -0.77923, -0.49494], [2.84945, 0.61687, -0.78956], [-4.06220, 0.44298, 0.12417], [-2.30976, 2.11754, 0.61406], [-2.60574, -1.97727, -0.73126], [2.55002, -0.53653, 1.36853], [1.04436, -1.71867, 0.89431], [2.84940, -1.77105, 0.25165], [1.39834, -0.60516, -1.29270], [2.75173, 1.53296, -0.45780]],
  "nbo_charge": [-0.330, -0.190, 0.139, 0.078, 0.528, -0.672, 0.120, -0.549, -0.397, -0.747, 0.236, 0.245, 0.218, 0.224, 0.229, 0.216, 0.154, 0.495]
}

Preferred: *three*; penalty for the next structure: 0.449 eV.

*one*
{
  "formula": "C22H29N3O3",
  "method": "wB97M-V/def2-TZVPD",
  "e_homo_ha": -0.259,
  "homo_lumo_gap_ev": 7.3,
  "lumo_ha": 0.0095,
  "charge": 0,
  "elements": ["C", "H", "O", "C", "C", "C", "C", "C", "C", "O", "C", "H", "H", "H", "O", "C", "H", "H", "H", "H", "C", "H", "C", "H", "H", "C", "N", "C", "N", "C", "H", "H", "C", "C", "C", "C", "C", "C", "C", "C", "H", "H", "H", "H", "H", "H", "H", "H", "N", "H", "H", "H", "H", "H", "H", "H", "H"],
  "xyz": [[3.40825, 2.19993, 1.05209], [2.37176, 2.69586, 1.39163], [2.96380, 0.87237, 0.42327], [2.19285, 0.88216, -0.58507], [1.94128, -0.28499, -0.92449], [1.33625, -0.69857, -2.04778], [0.77173, 0.30597, -2.66208], [0.62552, 1.63998, -2.43227], [1.51088, 1.98622, -1.36770], [1.64384, 3.23132, -0.82957], [2.27920, 4.06070, -2.01019], [1.57480, 4.32419, -2.85452], [3.13432, 3.92525, -1.99119], [2.33794, 5.00321, -1.35230], [-0.04092, 2.69770, -2.98422], [-0.70273, 2.35717, -3.97162], [-0.31880, 1.93802, -4.69866], [-1.17491, 3.33130, -4.23065], [-1.76983, 1.59382, -3.72785], [0.04806, -0.05752, -3.62379], [1.00578, -2.11765, -2.53681], [0.72892, -2.29408, -3.55120], [0.28823, -3.01554, -1.51546], [0.34120, -4.05522, -1.72002], [0.56358, -2.84002, -0.68523], [-1.21092, -2.38189, -1.23864], [-1.71417, -2.41821, 0.21825], [-2.34266, -3.75379, 0.40125], [-2.28800, -3.71462, 1.82466], [-1.83626, -2.56337, 2.44042], [-2.73382, -2.00022, 2.75412], [-1.23247, -2.68407, 3.11706], [-1.25943, -1.78076, 1.18171], [-1.73559, -0.17870, 1.22308], [-1.25843, 0.53908, 2.38843], [-2.17114, 0.67878, 3.20450], [-1.89689, 1.55520, 4.44675], [-0.17636, 1.68634, 4.67362], [0.51892, 1.46705, 3.58401], [0.19687, 0.79329, 2.35684], [0.85488, 0.46638, 1.85816], [1.81583, 1.68507, 3.66575], [0.02026, 2.41900, 5.50963], [-2.39037, 1.85371, 5.36332], [-3.22646, 0.66000, 3.12885], [-2.91377, -0.32917, 1.16800], [-1.31327, 0.17385, 0.37724], [-0.19391, -1.76976, 1.44948], [-2.88996, -4.61801, -0.43082], [-2.10942, -4.75203, -1.25339], [-3.14555, -5.45334, 0.10278], [-1.14254, -1.25212, -1.45973], [-2.04161, -2.83764, -1.98704], [2.07535, -2.74204, -2.47710], [2.66058, -1.29423, -0.37353], [4.12906, 1.87371, 1.86964], [3.89024, 2.99094, 0.34835]],
  "nbo_charge": [-0.290, 0.221, -0.502, 0.287, -0.212, -0.071, -0.270, 0.266, 0.183, -0.529, -0.229, 0.227, 0.141, 0.191, -0.470, -0.152, 0.143, 0.183, 0.089, 0.181, -0.388, 0.227, -0.381, 0.198, 0.179, -0.238, -0.463, 0.573, -0.575, -0.178, 0.168, 0.175, -0.021, -0.379, -0.049, -0.243, -0.123, -0.266, -0.194, -0.190, 0.181, 0.172, 0.224, 0.208, 0.222, 0.195, 0.201, 0.153, -0.805, 0.400, 0.425, 0.217, 0.199, 0.201, 0.182, 0.210, 0.193]
}

*two*
{
  "formula": "C22H29N3O3",
  "method": "wB97M-V/def2-TZVPD",
  "smiles": "CCCN(CCC)CCCNC(=O)c1cc2cc3ccc(OC)cc3nc2o1",
  "e_homo_ha": -0.295,
  "homo_lumo_gap_ev": 7.7,
  "lumo_ha": -0.0110,
  "charge": 0,
  "elements": ["C", "C", "C", "N", "C", "C", "C", "C", "C", "C", "N", "C", "O", "C", "C", "C", "C", "C", "C", "C", "C", "O", "C", "C", "C", "N", "C", "O", "H", "H", "H", "H", "H", "H", "H", "H", "H", "H", "H", "H", "H", "H", "H", "H", "H", "H", "H", "H", "H", "H", "H", "H", "H", "H", "H", "H", "H"],
  "xyz": [[-7.80398, 0.85325, 0.66024], [-6.53530, 0.23945, 0.08062], [-5.30531, 0.64353, 0.89226], [-4.05955, 0.34793, 0.20922], [-3.80193, -1.05401, -0.05933], [-3.59433, -1.95429, 1.16861], [-3.18045, -3.35704, 0.74514], [-2.93345, 1.06839, 0.77736], [-2.71204, 2.38117, 0.01645], [-2.17593, 2.10459, -1.38944], [-0.81445, 1.62812, -1.34911], [-0.45429, 0.36344, -1.64612], [-1.20564, -0.48828, -2.08548], [0.97546, 0.07991, -1.39555], [1.66263, -1.07328, -1.61110], [2.99886, -0.82906, -1.17942], [4.17936, -1.53322, -1.10870], [5.29789, -0.86964, -0.58111], [6.55767, -1.49228, -0.45558], [7.63242, -0.83252, 0.06543], [7.50584, 0.50777, 0.49529], [8.52231, 1.23379, 1.02559], [9.78935, 0.63805, 1.17443], [6.28988, 1.14695, 0.38409], [5.17038, 0.49023, -0.14635], [4.00907, 1.17619, -0.22127], [2.99746, 0.52532, -0.71449], [1.76929, 1.06108, -0.85207], [-8.67466, 0.54023, 0.08883], [-7.94139, 0.53985, 1.69331], [-7.75105, 1.93967, 0.63748], [-6.63934, -0.84627, 0.07283], [-6.39626, 0.57403, -0.94856], [-5.35579, 0.17813, 1.89326], [-5.33766, 1.72744, 1.03831], [-4.63603, -1.43992, -0.64867], [-2.91287, -1.10180, -0.69357], [-4.51706, -2.00798, 1.75089], [-2.82016, -1.52454, 1.80915], [-3.95267, -3.81086, 0.12778], [-3.01697, -3.99125, 1.61418], [-2.26107, -3.31875, 0.16507], [-3.08269, 1.28202, 1.84688], [-2.03066, 0.46060, 0.68663], [-2.00844, 3.01415, 0.56241], [-3.65889, 2.91368, -0.06880], [-2.21625, 3.01378, -1.99788], [-2.77907, 1.32443, -1.85730], [-0.11625, 2.23741, -0.94900], [1.25892, -1.97446, -2.02457], [4.25367, -2.55859, -1.44176], [6.65962, -2.51733, -0.78270], [8.57879, -1.34363, 0.14601], [10.42202, 1.40565, 1.61725], [9.75279, -0.22746, 1.84366], [10.21077, 0.33767, 0.20982], [6.18742, 2.16855, 0.70947]],
  "nbo_charge": [-0.601, -0.405, -0.204, -0.466, -0.223, -0.421, -0.601, -0.217, -0.402, -0.235, -0.594, 0.619, -0.621, 0.201, -0.223, -0.173, -0.096, -0.165, -0.157, -0.257, 0.304, -0.486, -0.253, -0.281, 0.261, -0.457, 0.503, -0.431, 0.210, 0.200, 0.199, 0.195, 0.206, 0.161, 0.188, 0.191, 0.227, 0.191, 0.193, 0.200, 0.206, 0.205, 0.181, 0.198, 0.194, 0.209, 0.197, 0.244, 0.408, 0.247, 0.217, 0.210, 0.214, 0.204, 0.176, 0.176, 0.234]
}

*three*
{
  "formula": "C22H29N3O3",
  "method": "wB97M-V/def2-TZVPD",
  "smiles": "CC[C@H](C)c1ccc(NC(=O)CN(C)CC(=O)Nc2cccc(OC)c2)cc1",
  "e_homo_ha": -0.292,
  "homo_lumo_gap_ev": 8.7,
  "lumo_ha": 0.0284,
  "charge": 0,
  "elements": ["C", "C", "C", "C", "C", "C", "C", "C", "N", "C", "O", "C", "N", "C", "C", "C", "O", "N", "C", "C", "C", "C", "C", "O", "C", "C", "C", "C", "H", "H", "H", "H", "H", "H", "H", "H", "H", "H", "H", "H", "H", "H", "H", "H", "H", "H", "H", "H", "H", "H", "H", "H", "H", "H", "H", "H", "H"],
  "xyz": [[0.79649, 5.21492, -2.14642], [1.98881, 4.31905, -2.45861], [1.62775, 2.83692, -2.68219], [0.81979, 2.62819, -3.96183], [0.95566, 2.27021, -1.45646], [1.74196, 1.81000, -0.40517], [1.17697, 1.26937, 0.73099], [-0.20554, 1.17024, 0.83530], [-0.75553, 0.56495, 1.98317], [-1.85506, -0.22835, 1.99326], [-2.57421, -0.41383, 1.03345], [-2.15301, -0.88959, 3.34180], [-1.88006, -2.32183, 3.27361], [-2.78614, -3.09583, 4.10069], [-0.49196, -2.62209, 3.57369], [0.45693, -2.11678, 2.48879], [1.50373, -1.56443, 2.75790], [-0.00234, -2.37415, 1.24295], [0.57928, -1.92849, 0.04283], [1.95545, -1.86245, -0.11269], [2.47355, -1.40123, -1.31158], [1.64215, -1.00353, -2.33607], [0.25639, -1.06661, -2.17713], [-0.48659, -0.62940, -3.22925], [-1.89040, -0.63251, -3.10229], [-0.27286, -1.55078, -0.99021], [-1.00559, 1.66067, -0.18684], [-0.42368, 2.20202, -1.31888], [0.27057, 4.85695, -1.26436], [1.13677, 6.23046, -1.95534], [0.09810, 5.24645, -2.97848], [2.49609, 4.69095, -3.35201], [2.69480, 4.37672, -1.62661], [2.57604, 2.29847, -2.80327], [1.42733, 2.88587, -4.82720], [-0.07162, 3.24814, -3.98174], [0.51837, 1.58670, -4.04527], [2.81828, 1.86061, -0.48485], [1.80204, 0.88879, 1.52547], [-0.11698, 0.49963, 2.76477], [-1.59739, -0.39967, 4.15758], [-3.22226, -0.75344, 3.51779], [-2.57510, -4.15498, 3.96005], [-2.69684, -2.85964, 5.17089], [-3.80880, -2.90490, 3.78062], [-0.37517, -3.70897, 3.62248], [-0.16150, -2.20166, 4.53940], [-0.97302, -2.66261, 1.19146], [2.60501, -2.15396, 0.69467], [3.54379, -1.34939, -1.44240], [2.03705, -0.63301, -3.26826], [-2.26908, -0.17518, -4.01522], [-2.21455, -0.04922, -2.23658], [-2.28061, -1.65195, -3.02040], [-1.33745, -1.60139, -0.82623], [-2.07846, 1.60569, -0.09930], [-1.06523, 2.56749, -2.10482]],
  "nbo_charge": [-0.616, -0.382, -0.228, -0.618, -0.029, -0.191, -0.228, 0.128, -0.610, 0.683, -0.628, -0.315, -0.434, -0.402, -0.318, 0.674, -0.626, -0.642, 0.246, -0.279, -0.184, -0.268, 0.329, -0.501, -0.254, -0.358, -0.240, -0.168, 0.212, 0.211, 0.199, 0.198, 0.200, 0.205, 0.209, 0.198, 0.228, 0.211, 0.229, 0.412, 0.177, 0.232, 0.203, 0.168, 0.208, 0.225, 0.193, 0.426, 0.236, 0.214, 0.221, 0.198, 0.189, 0.177, 0.240, 0.234, 0.206]
}

Preferred: *three*; penalty for the next structure: 0.858 eV.